1.
{"formula": "C2H3FNO2", "method": "wB97M-V/def2-TZVPD", "elements": ["C", "C", "N", "O", "O", "F", "H", "H", "H"], "xyz": [[2.863, -0.493, 0.006], [0.057, 0.153, 0.085], [1.189, 0.838, -0.512], [3.805, 0.130, -0.320], [2.322, -1.402, 0.529], [1.604, 1.868, 0.350], [0.033, -0.857, -0.567], [0.244, 0.019, 1.128], [-0.953, 0.562, 0.164]], "relative_energy_kj_mol": 334.27, "energy_ha": -383.0614, "total_charge": -1, "lumo_ha": 0.1581, "homo_lumo_gap_ha": 0.2449}


2.
{"formula": "C18H18BF4OV", "method": "wB97M-V/def2-TZVPD", "elements": ["C", "C", "C", "H", "C", "C", "H", "H", "H", "H", "C", "C", "C", "H", "C", "C", "H", "H", "H", "H", "V", "O", "C", "C", "H", "H", "H", "H", "C", "C", "C", "H", "C", "H", "C", "H", "C", "H", "F", "B", "F", "F", "F"], "xyz": [[0.641, -1.878, 2.785], [-0.781, -2.023, 2.693], [-1.100, -2.274, 1.315], [-1.477, -2.009, 3.527], [0.131, -2.279, 0.580], [1.204, -1.968, 1.472], [2.254, -1.957, 1.196], [1.218, -1.777, 3.689], [-2.061, -2.535, 0.887], [0.267, -2.570, -0.448], [-1.242, 1.929, 1.012], [-1.234, 1.924, 2.443], [0.118, 1.987, 2.859], [-2.105, 1.951, 3.096], [0.978, 1.895, 1.723], [0.132, 1.947, 0.561], [0.511, 1.961, -0.460], [-2.112, 2.007, 0.370], [0.443, 2.158, 3.875], [2.065, 1.938, 1.705], [-0.166, -0.115, 1.450], [-0.235, -0.188, -0.311], [-1.040, -0.478, -1.453], [-0.119, -0.974, -2.497], [-1.807, -1.249, -1.224], [-1.563, 0.438, -1.762], [0.462, -1.875, -2.279], [1.129, -1.956, -4.557], [0.831, -0.916, -4.725], [0.195, -0.246, -3.634], [-0.154, 1.143, -3.781], [-0.616, 1.662, -2.934], [0.073, 1.782, -4.984], [-0.194, 2.833, -5.077], [0.617, 1.078, -6.064], [0.758, 1.582, -7.012], [0.985, -0.271, -5.936], [1.391, -0.825, -6.779], [1.121, 0.246, 4.563], [0.315, 0.029, 5.757], [-0.767, 0.959, 5.768], [-0.237, -1.290, 5.711], [1.172, 0.203, 6.880]], "relative_energy_kj_mol": 9.06, "s2": 2.129, "energy_ha": -2140.3392, "multiplicity": 3, "lumo_ha": [-0.0708, -0.0536], "homo_lumo_gap_ha": [0.2244, 0.2799]}


3.
{"formula": "C12H10AuFN2SSe3Te", "method": "wB97M-V/def2-TZVPD", "elements": ["Au", "Se", "Se", "Te", "Se", "N", "C", "S", "C", "C", "C", "N", "C", "C", "H", "H", "H", "H", "H", "H", "F", "C", "C", "C", "C", "C", "C", "H", "H", "H", "H"], "xyz": [[-1.364, 1.138, -1.732], [-3.873, 1.308, -1.475], [-3.900, 3.097, 0.008], [-2.049, 4.569, -1.037], [-1.381, 3.189, -3.015], [-0.368, -2.950, 4.116], [-0.533, -1.621, 4.019], [-0.513, -0.651, 5.342], [-0.739, -1.086, 2.630], [-0.817, -1.905, 1.506], [-1.008, -1.339, 0.261], [-1.119, -0.026, 0.086], [-1.052, 0.778, 1.157], [-0.864, 0.283, 2.431], [-0.225, -3.341, 5.032], [-0.354, -3.565, 3.325], [-0.744, -2.981, 1.551], [-1.074, -1.957, -0.624], [-1.157, 1.840, 0.980], [-0.815, 0.955, 3.274], [4.492, -0.294, -3.019], [3.223, 0.079, -2.751], [2.240, -0.888, -2.708], [0.940, -0.489, -2.424], [0.625, 0.851, -2.197], [1.642, 1.794, -2.255], [2.951, 1.412, -2.529], [2.492, -1.923, -2.896], [0.168, -1.251, -2.400], [1.425, 2.839, -2.084], [3.752, 2.137, -2.574]], "relative_energy_kj_mol": 0.00, "energy_ha": -8678.8643, "lumo_ha": -0.0488, "homo_lumo_gap_ha": 0.2164}